No. 1
{
  "formula": "C16H22N3O4S",
  "method": "ωB97M-V/def2-TZVPD",
  "elements": ["C", "H", "H", "O", "C", "C", "C", "C", "C", "C", "O", "C", "C", "N", "N", "C", "O", "S", "C", "H", "C", "N", "C", "H", "H", "C", "O", "C", "H", "C", "H", "H", "H", "H", "H", "H", "H", "H", "H", "H", "H", "H", "H", "H", "H", "H"],
  "xyz": [[3.759, -1.588, 4.979], [3.967, -0.863, 5.692], [3.706, -2.652, 5.180], [2.655, -1.128, 4.343], [2.319, -1.710, 3.303], [2.772, -2.902, 2.826], [2.099, -3.511, 1.846], [1.068, -3.187, 1.117], [0.423, -2.121, 1.754], [0.911, -1.377, 2.825], [0.341, -0.558, 3.503], [-0.757, 0.004, 3.123], [-0.665, 1.008, 1.800], [-1.528, 0.515, 0.707], [-0.915, 1.449, -0.261], [-0.175, 2.186, 0.469], [0.063, 2.015, 1.669], [0.774, 3.450, -0.345], [-0.189, 3.591, -2.126], [-1.309, 3.753, -1.616], [0.074, 2.522, -3.022], [-1.101, 1.307, -2.680], [-2.398, 1.615, -3.412], [-2.836, 2.603, -2.911], [-2.059, 1.607, -4.672], [-3.316, 0.598, -3.102], [-2.758, -0.475, -3.438], [-1.570, -1.076, -3.045], [-1.297, -1.906, -3.223], [-0.583, 0.183, -3.292], [0.459, -0.199, -2.931], [-0.273, 0.186, -4.430], [-1.654, -1.046, -1.875], [-4.195, 0.840, -3.441], [-3.380, 0.602, -1.879], [-1.232, 1.181, -1.818], [1.121, 2.132, -3.074], [-0.404, 2.948, -3.887], [0.207, 4.531, -2.366], [-1.698, -0.805, 3.156], [-1.304, 0.971, 3.943], [-0.797, -1.870, 1.595], [0.512, -3.653, 0.443], [2.699, -4.328, 1.290], [3.815, -3.421, 3.113], [4.649, -1.419, 4.168]],
  "lowdin_charge": [-0.0642, 0.0784, 0.1011, -0.0176, -0.2601, -0.0513, -0.1833, -0.0998, -0.0162, -0.2879, 0.0283, -0.1503, -0.2558, 0.1805, 0.0254, -0.7946, 0.2197, 0.9687, -0.3429, 0.1593, -0.0839, -0.0593, -0.0974, 0.1783, 0.2361, -0.3404, -0.0702, -0.0218, 0.0252, -0.1714, 0.1654, 0.1779, 0.1646, 0.0976, 0.2004, -0.0512, 0.1564, 0.1165, 0.0518, 0.1867, 0.2160, 0.1509, 0.0653, 0.1445, 0.1681, 0.1567],
  "lumo_energy_ev": -2.4,
  "charge": 1,
  "max_force_ev_per_a": 18.13,
  "homo_lumo_gap_ev": 7.63,
  "relative_energy_kcal_mol": 371.68
}

No. 2
{
  "formula": "C3H9N4",
  "method": "ωB97M-V/def2-TZVPD",
  "elements": ["H", "N", "N", "N", "C", "C", "N", "C", "H", "H", "H", "H", "H", "H", "H", "H"],
  "xyz": [[-1.962, -0.674, -1.368], [-2.321, -0.282, -0.481], [-1.806, 0.645, 0.134], [-0.629, 1.109, 0.137], [0.465, 0.703, -0.736], [1.576, 0.311, 0.254], [1.654, -1.163, 0.708], [0.634, -1.909, 0.605], [-2.458, 0.908, 0.905], [-0.299, 1.935, 0.786], [0.774, 1.604, -1.312], [0.040, -0.046, -1.479], [2.558, 0.478, -0.247], [1.497, 0.905, 1.037], [0.582, -2.904, 0.908], [-0.303, -1.621, 0.148]],
  "lowdin_charge": [0.1201, 0.1886, -0.0925, 0.0197, -0.1302, -0.1501, 0.0336, -0.0322, 0.2276, 0.2480, 0.1429, 0.1364, 0.1379, 0.0513, 0.0627, 0.0360],
  "lumo_energy_ev": -5.1,
  "charge": 1,
  "max_force_ev_per_a": 7.35,
  "homo_lumo_gap_ev": 8.69,
  "smiles": "[H]/N=[NH+]\\NCCN=C",
  "relative_energy_kcal_mol": 134.43
}